[1]
{
  "formula": "C5H11P",
  "method": "ωB97M-V/def2-TZVPD",
  "species": ["C", "C", "C", "C", "P", "C", "H", "H", "H", "H", "H", "H", "H", "H", "H", "H", "H"],
  "xyz": [[-1.73, -1.66, -0.41], [-0.82, -0.59, -1.09], [0.18, 0.01, -0.20], [-0.37, 1.02, 0.75], [0.78, 1.70, -0.60], [2.38, 1.54, 0.31], [-2.60, -1.23, -0.06], [-1.10, -2.05, 0.38], [-1.85, -2.34, -1.23], [-1.58, 0.12, -1.58], [-0.20, -0.99, -1.84], [1.03, -0.53, 0.17], [-1.50, 1.32, 0.70], [-0.03, 1.02, 1.80], [3.21, 1.84, -0.31], [2.60, 0.54, 0.62], [2.53, 2.23, 1.25]],
  "orbital_gap_ev": 10.25,
  "homo_ev": -9.0,
  "total_charge": 0,
  "relative_energy_kcal_mol": 19.7
}

[2]
{
  "formula": "C5H11P",
  "method": "ωB97M-V/def2-TZVPD",
  "species": ["C", "C", "C", "C", "C", "P", "H", "H", "H", "H", "H", "H", "H", "H", "H", "H", "H"],
  "xyz": [[0.96, 1.97, 0.53], [0.87, 1.31, -0.87], [0.50, 0.50, 0.35], [-2.28, 0.11, 0.36], [0.40, -2.07, -0.42], [1.37, -0.93, 0.58], [1.95, 2.13, 0.94], [0.00, 2.60, 0.58], [0.01, 1.69, -1.50], [1.73, 1.05, -1.47], [-2.72, -0.46, 1.17], [-2.25, -0.44, -0.57], [-2.30, 1.07, 0.11], [-0.59, -1.76, -0.42], [0.54, -3.11, 0.12], [1.05, -2.34, -1.33], [0.79, -1.33, 1.82]],
  "orbital_gap_ev": [8.53, 7.82],
  "homo_ev": [-8.5, -7.5],
  "total_charge": 0,
  "relative_energy_kcal_mol": 125.7
}

[3]
{
  "formula": "C5H12",
  "method": "ωB97M-V/def2-TZVPD",
  "species": ["C", "C", "C", "C", "C", "H", "H", "H", "H", "H", "H", "H", "H", "H", "H", "H", "H"],
  "xyz": [[1.37, -0.12, -1.47], [1.24, 0.58, -0.13], [0.42, -0.15, 0.93], [-0.91, -0.72, 0.42], [-2.02, 0.33, 0.33], [2.26, 0.24, -1.99], [1.38, -1.19, -1.35], [0.57, 0.14, -2.18], [2.24, 0.78, 0.25], [0.82, 1.59, -0.25], [1.00, -0.97, 1.37], [0.30, 0.53, 1.78], [-0.76, -1.12, -0.57], [-1.17, -1.57, 1.04], [-2.29, 0.55, -0.70], [-2.96, 0.04, 0.79], [-1.73, 1.28, 0.79]],
  "orbital_gap_ev": 12.11,
  "homo_ev": -10.9,
  "total_charge": 0,
  "relative_energy_kcal_mol": 11.0
}

[4]
{
  "formula": "C5H12",
  "method": "ωB97M-V/def2-TZVPD",
  "species": ["C", "C", "C", "H", "H", "H", "H", "H", "H", "C", "C", "H", "H", "H", "H", "H", "H"],
  "xyz": [[-1.68, 0.24, 1.89], [-0.61, -0.26, 1.24], [0.23, -1.47, 1.63], [-2.30, 1.18, 1.96], [-2.04, -0.39, 2.65], [-0.15, 0.39, 0.53], [0.23, -2.21, 0.88], [-0.06, -1.73, 2.63], [1.27, -1.27, 1.55], [1.23, 0.23, -1.68], [0.02, 1.16, -2.09], [1.29, 0.26, -0.60], [2.17, 0.67, -2.01], [1.19, -0.76, -2.13], [-0.06, 1.85, -1.26], [0.12, 1.47, -3.09], [-0.84, 0.62, -2.08]],
  "orbital_gap_ev": 10.70,
  "homo_ev": -9.6,
  "total_charge": 0,
  "relative_energy_kcal_mol": 52.6
}

[5]
{
  "formula": "C5H12AlClO2V",
  "method": "ωB97M-V/def2-TZVPD",
  "species": ["V", "Cl", "C", "C", "H", "H", "H", "H", "H", "H", "Al", "C", "C", "H", "H", "H", "H", "H", "O", "C", "O", "H"],
  "xyz": [[0.87, -0.66, -1.53], [1.88, -2.59, -1.61], [1.77, 0.49, -2.87], [-0.92, -0.84, -2.34], [1.15, 0.60, -3.77], [1.97, 1.48, -2.45], [2.72, 0.02, -3.16], [-0.96, -0.23, -3.26], [-1.73, -0.53, -1.66], [-1.07, -1.89, -2.61], [-0.63, 0.56, 1.37], [-1.32, -1.21, 1.76], [0.91, 0.83, 0.31], [-2.35, -1.32, 1.41], [-0.72, -2.00, 1.30], [-1.32, -1.37, 2.85], [1.01, 1.75, -0.29], [1.88, 0.53, 0.74], [-0.55, 2.54, 4.75], [-0.78, 1.60, 4.01], [-0.98, 1.70, 2.69], [-0.86, 0.54, 4.35]],
  "s_squared": 2.02,
  "orbital_gap_ev": [7.05, 7.35],
  "multiplicity": 3,
  "homo_ev": [-4.3, -4.6],
  "total_charge": -1,
  "relative_energy_kcal_mol": 7.8
}

[6]
{
  "formula": "C5H12BN",
  "method": "ωB97M-V/def2-TZVPD",
  "species": ["B", "C", "C", "C", "N", "C", "C", "H", "H", "H", "H", "H", "H", "H", "H", "H", "H", "H", "H"],
  "xyz": [[2.36, -1.43, -0.41], [1.39, -0.34, 0.23], [1.35, 1.10, -0.18], [0.00, 1.70, 0.07], [-0.97, 0.71, -0.36], [-1.86, 0.18, 0.35], [-2.61, -0.98, -0.11], [2.17, -2.22, -1.26], [3.34, -1.48, 0.24], [0.41, -0.66, -0.11], [1.45, -0.60, 1.34], [2.08, 1.69, 0.33], [1.47, 1.20, -1.28], [-0.25, 2.05, 1.07], [-0.04, 2.58, -0.52], [-1.90, 0.67, 1.38], [-3.52, -0.87, -0.59], [-2.11, -1.57, -0.86], [-2.77, -1.75, 0.67]],
  "orbital_gap_ev": 9.61,
  "homo_ev": -9.1,
  "total_charge": 0,
  "relative_energy_kcal_mol": 50.9
}

[7]
{
  "formula": "C5H12Br2Si",
  "method": "ωB97M-V/def2-TZVPD",
  "species": ["C", "C", "C", "C", "C", "Si", "Br", "Br", "H", "H", "H", "H", "H", "H", "H", "H", "H", "H", "H", "H"],
  "xyz": [[2.13, 0.10, -0.93], [1.04, -0.61, 1.24], [0.32, -1.74, -0.93], [-2.27, 1.08, 0.06], [0.83, -0.36, -0.30], [-0.43, 1.16, -0.50], [-5.18, 1.50, 2.00], [0.56, 3.18, 0.08], [2.87, -0.75, -1.04], [1.91, 0.45, -1.97], [2.56, 0.84, -0.20], [-0.01, -0.81, 1.70], [1.29, 0.36, 1.72], [1.63, -1.42, 1.42], [1.15, -2.35, -0.42], [-0.63, -2.09, -0.51], [0.13, -1.88, -2.07], [-2.95, 1.04, -0.70], [-2.39, 0.16, 0.72], [-2.55, 2.13, 0.62]],
  "orbital_gap_ev": [4.40, 2.17],
  "homo_ev": [-7.5, -6.3],
  "total_charge": 0,
  "relative_energy_kcal_mol": 93.8
}

[8]
{
  "formula": "C5H12Br3N2O2",
  "method": "ωB97M-V/def2-TZVPD",
  "species": ["N", "C", "C", "C", "N", "C", "O", "O", "H", "H", "H", "H", "H", "H", "H", "H", "H", "H", "H", "C", "Br", "Br", "Br", "H"],
  "xyz": [[-0.39, -1.70, 0.16], [0.52, -0.95, -0.74], [1.71, -0.32, -0.03], [1.34, 0.89, 0.85], [2.29, 1.97, 0.75], [1.75, 3.11, 0.19], [1.07, 2.88, -1.13], [-0.28, 3.42, -1.11], [0.16, -2.41, 0.62], [-0.69, -1.07, 0.90], [0.89, -1.68, -1.46], [-0.04, -0.19, -1.28], [2.21, -1.08, 0.57], [2.41, 0.04, -0.78], [1.33, 0.53, 1.90], [0.30, 1.20, 0.63], [2.56, 3.82, -0.03], [0.99, 3.66, 0.79], [-0.78, 2.67, -1.43], [-3.34, -2.93, 0.11], [-3.79, -4.18, -1.28], [-4.37, -1.31, -0.04], [-3.55, -3.72, 1.86], [-2.29, -2.66, 0.00]],
  "orbital_gap_ev": 4.15,
  "homo_ev": -2.1,
  "total_charge": -1
}

E_tot
In order: -14650.4695, -14645.8697, -5379.4624, -5377.6585, -54283.7427, -7543.2957, -153339.2130, -222578.4772
Unit: eV